{
  "formula": "C46H66BBaCl5N2O4",
  "method": "the ωB97M-V functional and the def2-TZVPD basis",
  "elements": ["Ba", "C", "N", "C", "C", "C", "N", "C", "C", "C", "C", "C", "C", "C", "O", "C", "C", "C", "C", "C", "C", "C", "C", "C", "C", "C", "C", "C", "C", "C", "O", "C", "C", "C", "C", "C", "C", "C", "C", "H", "H", "H", "H", "H", "H", "H", "H", "H", "H", "H", "H", "H", "H", "H", "H", "H", "H", "H", "H", "H", "H", "H", "H", "H", "H", "H", "H", "H", "H", "H", "H", "H", "H", "H", "H", "H", "H", "H", "H", "H", "H", "H", "H", "H", "H", "H", "H", "H", "H", "H", "H", "H", "H", "Cl", "C", "C", "C", "Cl", "C", "Cl", "C", "Cl", "C", "Cl", "C", "C", "C", "O", "B", "O", "C", "C", "C", "H", "H", "H", "H", "H", "H", "H", "H", "H", "H", "H", "H"],
  "coordinates": [[-0.16730, -0.46708, 0.09688], [-2.66932, 0.73060, -2.23536], [-1.79009, 1.70263, -1.61260], [-1.08907, 2.48134, -2.61181], [-2.45364, 2.52953, -0.62678], [-1.45861, 3.02096, 0.43074], [-1.41035, 2.08495, 1.54267], [-2.66698, 2.05243, 2.30010], [-3.41399, 0.73070, 2.50268], [-4.34936, 0.74746, 3.53232], [-5.13892, -0.34664, 3.85594], [-4.93964, -1.49379, 3.08858], [-4.01111, -1.58902, 2.05721], [-3.24027, -0.43977, 1.72372], [-2.37980, -0.47372, 0.73085], [-3.89144, -2.95696, 1.33661], [-2.76240, -3.11330, 0.30249], [-3.64992, -4.05955, 2.38278], [-5.21171, -3.24095, 0.60937], [-6.15048, -0.35013, 5.00345], [-5.76582, -1.42408, 6.03141], [-6.20143, 0.99540, 5.72555], [-7.55293, -0.66113, 4.46717], [-0.23795, 2.32026, 2.41103], [-0.18646, 1.45826, 3.64864], [-0.45659, 1.99000, 4.89703], [-0.44287, 1.20881, 6.05363], [-0.13648, -0.13766, 5.88321], [0.14318, -0.73871, 4.65285], [0.13716, 0.08172, 3.50069], [0.37624, -0.36404, 2.29453], [0.42875, -2.25864, 4.66388], [1.76732, -2.51042, 5.36609], [0.49856, -2.95008, 3.29486], [-0.69653, -2.96073, 5.44322], [-0.83072, 1.81322, 7.40394], [-0.66572, 0.81455, 8.54823], [-2.30400, 2.24746, 7.36966], [0.03847, 3.03766, 7.71360], [-3.45475, 1.21885, -2.84400], [-3.14083, 0.11850, -1.46206], [-2.08099, 0.06712, -2.87664], [-1.79989, 3.02958, -3.26155], [-0.45604, 1.83430, -3.21892], [-0.43080, 3.21560, -2.14135], [-3.19723, 1.89523, -0.14447], [-3.00295, 3.37474, -1.08288], [-1.67309, 4.05183, 0.76282], [-0.46207, 3.04632, -0.02226], [-3.35913, 2.76571, 1.84241], [-2.47586, 2.45133, 3.30060], [-4.42597, 1.66486, 4.11140], [-5.53126, -2.37714, 3.31539], [-1.77582, -2.99068, 0.75579], [-2.84447, -2.42424, -0.53487], [-2.80700, -4.13836, -0.08173], [-2.73205, -3.86594, 2.94475], [-3.54085, -5.02759, 1.88217], [-4.47009, -4.14097, 3.09962], [-5.39614, -2.48710, -0.16183], [-6.05926, -3.22927, 1.30079], [-5.17529, -4.22282, 0.12278], [-4.76738, -1.23251, 6.43451], [-5.75024, -2.41948, 5.58030], [-6.48003, -1.43892, 6.86380], [-5.23556, 1.26053, 6.16449], [-6.93703, 0.94633, 6.53508], [-6.49342, 1.80693, 5.05264], [-7.58324, -1.64200, 3.98573], [-7.85278, 0.08102, 3.72214], [-8.28991, -0.65783, 5.27938], [-0.18553, 3.37561, 2.73151], [0.65419, 2.13627, 1.80168], [-0.70362, 3.04936, 4.95312], [-0.12075, -0.78372, 6.75333], [2.58775, -2.05406, 4.80413], [1.96572, -3.58639, 5.43641], [1.76840, -2.09177, 6.37754], [1.29391, -2.56624, 2.66212], [-0.43775, -2.84718, 2.73900], [0.66969, -4.01903, 3.47279], [-0.73416, -2.67160, 6.49755], [-0.55058, -4.04583, 5.40285], [-1.66970, -2.72772, 5.00003], [-1.32560, -0.04895, 8.43092], [-0.91831, 1.30351, 9.49464], [0.36036, 0.44332, 8.61936], [-2.94866, 1.38945, 7.15737], [-2.48328, 2.99132, 6.58777], [-2.60352, 2.68175, 8.33143], [1.09589, 2.76066, 7.74707], [-0.24088, 3.46514, 8.68402], [-0.07300, 3.81899, 6.95736], [3.68615, -0.53165, 1.47628], [3.44796, -2.20756, 0.84395], [2.38368, -2.45985, 0.02224], [2.28966, -3.74621, -0.43051], [0.90652, -4.16418, -1.50826], [3.17684, -4.76666, -0.09471], [2.99680, -6.39330, -0.70219], [4.23721, -4.46733, 0.76081], [5.37485, -5.70125, 1.22446], [4.37912, -3.16451, 1.24152], [5.69978, -2.78542, 2.32161], [-0.94067, -0.67568, -5.75528], [0.18207, -1.26588, -4.91600], [0.49206, -2.67405, -5.39189], [-0.31226, -1.37152, -3.57360], [0.28491, -0.41558, -2.64513], [1.22707, 0.30589, -3.51276], [1.41880, -0.33596, -4.78156], [1.51235, 0.75068, -5.83666], [2.73856, -1.09061, -4.70075], [-1.82285, -1.31078, -5.64279], [-0.68648, -0.62270, -6.82079], [-1.20971, 0.32776, -5.41439], [-0.43869, -3.24645, -5.43682], [1.16138, -3.18380, -4.70035], [0.94404, -2.68557, -6.39226], [0.65622, 1.42477, -5.79328], [1.57401, 0.33581, -6.85110], [2.41524, 1.34059, -5.65947], [2.71384, -1.82524, -3.89349], [3.52720, -0.37111, -4.46999], [2.99602, -1.60330, -5.63516]],
  "atomic_forces_ev_per_a": [[0.721, -0.182, -1.197], [-0.159, -0.011, -0.067], [0.133, -0.051, -0.005], [-0.049, 0.129, -0.056], [-0.075, 0.001, 0.064], [0.051, -0.395, 0.014], [0.262, -0.070, 0.479], [0.019, -0.075, -0.127], [-0.077, 0.095, 0.183], [0.180, 0.082, 0.043], [-0.020, -0.010, -0.091], [0.080, -0.125, -0.036], [-0.110, -0.132, 0.162], [0.840, -0.078, -0.858], [-2.323, 0.091, 0.978], [0.068, 0.179, 0.078], [0.020, -0.049, 0.040], [-0.018, -0.053, 0.058], [-0.126, -0.039, -0.076], [0.138, -0.038, -0.061], [0.045, -0.067, 0.071], [-0.036, 0.114, 0.065], [-0.098, -0.021, -0.057], [-0.048, -0.038, -0.012], [0.012, 0.088, 0.148], [0.007, 0.035, -0.125], [-0.023, -0.044, -0.046], [0.022, -0.131, -0.091], [-0.017, 0.032, 0.282], [0.050, -0.450, -0.988], [0.566, 0.474, 2.867], [-0.132, 0.225, -0.052], [0.132, -0.002, 0.088], [-0.121, 0.009, -0.040], [-0.079, -0.132, 0.062], [0.017, -0.037, -0.152], [0.010, -0.047, 0.114], [-0.085, 0.013, -0.038], [0.085, 0.083, 0.048], [-0.011, 0.007, -0.002], [0.029, 0.091, -0.018], [-0.120, 0.136, 0.067], [0.003, 0.023, 0.005], [-0.097, 0.047, 0.015], [-0.037, -0.008, 0.028], [-0.012, 0.064, 0.088], [0.093, 0.033, -0.099], [-0.163, 0.055, 0.070], [-0.026, 0.061, 0.025], [-0.083, 0.025, -0.111], [-0.049, 0.021, 0.043], [-0.010, -0.038, -0.015], [-0.002, 0.048, 0.032], [-0.081, 0.006, 0.007], [-0.042, -0.019, 0.055], [-0.002, 0.011, -0.018], [-0.042, 0.018, -0.049], [-0.022, 0.026, 0.028], [0.024, -0.004, -0.019], [0.031, -0.022, 0.054], [0.035, -0.008, -0.045], [-0.011, 0.039, 0.031], [-0.051, 0.018, -0.033], [-0.008, 0.063, 0.006], [0.025, 0.002, -0.036], [-0.043, -0.063, -0.031], [0.023, 0.016, -0.017], [-0.006, -0.070, 0.008], [0.013, 0.053, 0.025], [0.018, -0.016, 0.044], [0.031, -0.005, -0.032], [-0.137, 0.109, -0.007], [0.021, -0.024, 0.024], [-0.004, -0.035, 0.030], [0.001, 0.106, 0.008], [-0.069, 0.000, 0.028], [-0.019, 0.045, 0.007], [0.026, -0.023, -0.049], [0.036, 0.032, 0.055], [0.033, 0.040, 0.069], [0.003, 0.039, -0.054], [0.029, -0.024, -0.083], [-0.015, 0.032, 0.015], [0.058, -0.009, -0.002], [0.009, 0.056, -0.018], [0.008, -0.035, -0.008], [-0.028, 0.054, -0.017], [0.048, 0.038, 0.020], [0.048, -0.048, 0.045], [-0.003, -0.016, -0.040], [-0.055, -0.004, 0.009], [0.028, 0.008, -0.040], [-0.023, -0.082, 0.030], [-0.101, -0.519, -0.215], [0.361, 0.377, 0.304], [-0.285, 0.338, 0.007], [-0.299, -0.376, -0.224], [0.372, 0.085, 0.297], [-0.030, -0.106, -0.073], [0.027, 0.138, 0.052], [0.046, -0.002, 0.044], [-0.124, 0.109, -0.063], [0.099, 0.059, 0.083], [-0.146, -0.073, -0.135], [-0.207, 0.119, -0.200], [-0.098, -0.008, 0.395], [0.007, -0.207, -0.247], [0.333, 0.347, 0.524], [0.986, -0.302, -3.090], [-0.390, -0.386, 0.342], [-0.114, 0.110, 0.369], [0.116, 0.103, -0.308], [0.215, -0.131, 0.006], [0.032, 0.022, -0.003], [0.004, -0.013, 0.077], [0.039, -0.081, 0.028], [0.045, 0.025, 0.022], [-0.035, 0.034, 0.004], [-0.041, 0.055, 0.062], [0.030, -0.041, 0.025], [0.012, -0.003, 0.087], [-0.046, -0.003, 0.006], [-0.021, 0.058, -0.021], [-0.007, -0.040, 0.010], [-0.049, 0.068, 0.038]],
  "mulliken_charge": [1.83, -0.22, 1.36, -0.97, -1.05, -1.00, 1.16, -2.30, 1.31, -0.28, -0.45, -0.39, -0.05, -0.41, -1.21, 2.91, -1.22, -1.76, -1.95, 2.20, -1.64, -1.78, -1.85, -1.24, 0.53, -0.64, -0.54, -0.24, -0.09, -0.50, -0.42, 3.31, -1.94, -1.93, -1.84, 2.35, -2.22, -1.48, -1.91, 0.28, -0.33, -0.06, 0.24, 0.13, 0.30, 0.43, 0.29, 0.27, 0.50, 0.70, 0.17, 0.37, 0.21, -0.28, 0.16, 0.54, 0.16, 0.52, 0.35, 0.36, 0.28, 0.46, 0.24, 0.28, 0.49, 0.10, 0.45, 0.36, 0.30, 0.35, 0.47, 0.25, 0.60, 0.26, 0.27, 0.36, 0.49, 0.25, 0.06, -0.07, 0.62, 0.39, 0.49, 0.19, 0.32, 0.48, 0.41, 0.09, 0.30, 0.51, 0.39, 0.46, 0.29, -0.24, 0.56, -0.97, 0.84, -0.21, -0.49, -0.24, 0.62, -0.24, -0.40, -0.23, -2.23, 2.15, -1.90, -1.01, 1.06, -1.03, 1.66, -2.04, -2.12, 0.51, 0.38, 0.33, 0.45, 0.30, 0.31, 0.31, 0.34, 0.47, 0.24, 0.55, 0.31],
  "homo_lumo_gap_ev": 4.937,
  "homo_ev": -1.05,
  "largest_force_ev_per_a": 3.26,
  "total_charge": -2,
  "total_energy_ev": -123930.236
}